(1)
C11H17NO2 | ωB97M-V/def2-TZVPD

Output
spin multiplicity	1
energy above the lowest of the compared OMol25 structures with the same formula, charge and spin	125.9	kJ/mol
HOMO energy	-7.47	eV
structure (SMILES)	N[C@@H]1CCCC2=C(O)C(O)=CC[C@@H]2C1
frontier orbital gap	8.14	eV

The geometry in XYZ format:
```
31
Properties=species:S:1:pos:R:3:forces:R:3
N 3.172 1.796 -0.641 -0.244 0.643 -0.172
C 1.867 1.473 -0.034 0.829 0.375 -0.088
C 2.018 1.134 1.463 -0.937 0.560 0.055
C 0.692 0.840 2.156 -0.683 -1.244 0.294
C 0.100 -0.563 1.757 -0.627 1.380 -0.066
C -0.737 -0.537 0.508 -2.123 -1.677 -0.814
C -1.853 -1.349 0.414 0.938 0.535 0.313
O -2.277 -2.202 1.414 -0.200 0.060 -0.491
C -2.702 -1.417 -0.784 0.820 1.154 -2.860
O -3.871 -2.162 -0.724 0.228 0.327 0.054
C -2.289 -0.836 -1.954 -0.467 -0.643 2.375
C -0.918 -0.238 -2.060 0.300 -0.960 -0.116
C -0.344 0.292 -0.717 0.249 -0.135 -0.145
C 1.209 0.357 -0.873 -0.692 1.368 -0.031
H 3.780 0.998 -0.736 0.094 -0.094 0.213
H 3.655 2.565 -0.167 -0.224 -0.608 -0.125
H 1.267 2.401 -0.133 0.095 -0.473 0.104
H 2.427 1.973 2.031 0.351 0.259 -0.460
H 2.718 0.314 1.602 0.066 -0.311 -0.090
H -0.081 1.599 1.910 0.545 -0.191 0.267
H 0.851 0.840 3.262 -0.191 0.092 -0.772
H -0.524 -0.966 2.546 -0.040 0.017 0.248
H 0.887 -1.267 1.606 0.925 -0.572 0.027
H -3.035 -2.684 1.017 0.487 0.250 0.619
H -4.261 -2.202 -1.622 0.413 0.040 0.793
H -2.933 -0.890 -2.807 -0.195 -0.046 -0.548
H -0.256 -1.068 -2.460 -0.363 0.801 0.439
H -0.912 0.536 -2.840 0.155 -0.008 0.370
H -0.759 1.315 -0.575 0.403 -0.299 -0.052
H 1.681 -0.570 -0.614 0.059 -0.809 0.172
H 1.428 0.520 -1.944 0.029 0.211 0.488
```
Positions in Å, forces in eV/Å.

***

(2)
C17H16Cl2N2O5S | ωB97M-V/def2-TZVPD

Output
spin multiplicity	1
energy above the lowest of the compared OMol25 structures with the same formula, charge and spin	0.0	kJ/mol
HOMO energy	-9.27	eV
structure (SMILES)	Cc1ccc(S(=O)(=O)CCC(=O)OCC(=O)Nc2ncc(Cl)cc2Cl)cc1
frontier orbital gap	9.26	eV

The geometry in XYZ format:
```
43
Properties=species:S:1:pos:R:3:forces:R:3
C -1.352 -2.539 -0.971 0.028 0.029 -0.013
C 0.051 -2.070 -0.732 0.026 0.009 0.074
C 0.887 -1.806 -1.813 0.145 0.060 0.067
C 2.177 -1.353 -1.613 -0.035 -0.090 -0.158
C 2.631 -1.160 -0.323 0.569 0.231 0.139
S 4.273 -0.487 -0.078 0.353 0.116 -0.279
O 5.176 -1.101 -1.016 -0.213 0.089 -0.317
O 4.604 -0.564 1.321 -0.326 0.115 0.200
C 4.127 1.285 -0.521 -0.256 -0.827 0.289
C 3.290 1.980 0.529 -0.164 0.014 0.081
C 1.822 1.670 0.348 0.056 0.085 -0.216
O 1.284 1.438 -0.704 -0.001 0.147 0.043
O 1.178 1.674 1.519 -0.016 0.179 0.361
C -0.216 1.426 1.436 0.141 -0.136 -0.257
C -0.892 2.527 0.636 0.200 -0.221 0.265
O -0.386 3.598 0.426 0.047 0.138 0.021
N -2.139 2.242 0.129 -0.487 0.528 -0.510
C -2.945 1.139 0.265 -0.446 -0.382 -0.096
N -2.652 0.213 1.165 0.114 0.416 -0.007
C -3.426 -0.847 1.309 -0.393 -0.226 -0.159
C -4.565 -1.048 0.546 0.209 0.363 -0.083
Cl -5.539 -2.450 0.754 -0.077 -0.170 0.056
C -4.912 -0.086 -0.401 0.267 -0.018 0.238
C -4.099 1.020 -0.541 0.100 -0.235 0.178
Cl -4.492 2.243 -1.697 -0.027 0.018 -0.044
C 1.827 -1.426 0.766 0.112 -0.004 0.167
C 0.536 -1.884 0.558 0.066 -0.049 -0.124
H -1.809 -2.896 -0.052 -0.074 -0.057 0.041
H -1.366 -3.340 -1.706 -0.070 -0.065 -0.037
H -1.958 -1.720 -1.359 -0.108 0.037 -0.032
H 0.519 -1.955 -2.817 -0.022 -0.025 -0.121
H 2.840 -1.153 -2.440 0.028 0.016 -0.176
H 5.145 1.663 -0.560 0.123 -0.129 0.022
H 3.668 1.331 -1.505 0.019 0.014 -0.109
H 3.603 1.661 1.525 -0.022 0.172 -0.024
H 3.400 3.066 0.462 -0.012 -0.048 0.002
H -0.593 1.413 2.459 0.028 -0.062 -0.126
H -0.397 0.456 0.961 0.100 0.269 0.203
H -2.506 2.967 -0.484 0.238 -0.096 0.210
H -3.121 -1.551 2.068 -0.090 -0.190 0.055
H -5.795 -0.203 -1.009 -0.064 0.012 -0.061
H 2.224 -1.275 1.758 -0.003 0.012 0.147
H -0.100 -2.099 1.405 -0.063 -0.039 0.090
```
Positions in Å, forces in eV/Å.

***

(3)
C44H58BN6O2PS | ωB97M-V/def2-TZVPD

Output
spin multiplicity	1
charge	-2
HOMO energy	-0.86	eV
frontier orbital gap	3.57	eV

The geometry in XYZ format:
```
113
Properties=species:S:1:pos:R:3:forces:R:3
C 3.245 1.276 4.320 -0.389 0.433 0.425
C 2.340 2.425 3.822 0.324 0.282 -0.127
P 1.417 1.989 2.268 0.589 -0.486 -0.758
C 0.759 3.644 1.753 0.270 0.144 0.720
B -0.189 0.907 2.663 0.159 -0.122 -0.031
S -1.511 2.038 3.505 -0.307 0.168 0.169
C 0.165 -0.459 3.491 -0.207 0.149 0.361
C -0.934 -1.035 4.405 0.693 -0.528 -0.618
C -2.051 -1.728 3.608 -0.867 -0.431 1.084
C -2.505 -2.977 4.419 -0.011 0.675 -0.152
C -3.313 -0.903 3.329 -0.130 0.109 -0.292
C -4.072 -0.392 4.558 -0.648 0.667 1.275
C -5.172 0.543 4.113 -0.090 0.561 -0.015
C -4.984 1.795 3.584 -0.082 -0.176 0.276
C -5.426 2.090 2.173 -1.603 0.694 1.035
C -4.396 2.952 4.339 1.282 -0.468 -0.871
C -0.799 0.528 1.175 -0.837 0.212 -1.085
O -0.099 -0.233 0.418 -0.253 0.094 0.414
O -1.935 1.001 0.800 0.767 -0.377 0.381
H 4.295 1.567 4.321 0.121 -0.042 -0.183
H 2.994 1.071 5.362 -0.006 -0.373 0.029
H 3.117 0.379 3.722 0.064 -0.154 0.002
H 3.013 3.241 3.546 -0.160 0.219 -0.118
H 1.716 2.827 4.627 -0.196 -0.153 0.044
H -0.108 3.519 1.111 -0.020 -0.085 -0.178
H 0.434 4.196 2.639 -0.208 0.017 0.026
H 1.537 4.243 1.278 0.012 -0.063 -0.257
H -1.064 2.207 4.768 0.232 -0.129 -0.098
H 1.079 -0.384 4.090 0.012 0.173 0.081
H 0.363 -1.244 2.757 0.230 0.061 -0.171
H -0.458 -1.826 5.000 0.026 -0.063 0.077
H -1.314 -0.329 5.141 -0.194 0.245 -0.159
H -1.658 -2.093 2.661 0.104 0.235 -0.199
H -1.832 -3.815 4.251 0.046 -0.149 0.147
H -3.532 -3.251 4.175 -0.002 -0.285 -0.180
H -2.506 -2.695 5.472 0.057 -0.239 0.193
H -4.012 -1.581 2.825 -0.043 0.025 -0.223
H -3.145 -0.079 2.639 0.340 0.058 0.035
H -4.561 -1.239 5.047 0.157 -0.061 0.291
H -3.447 0.116 5.299 0.422 -0.164 -0.141
H -6.209 0.206 4.203 0.087 -0.887 -1.634
H -5.261 3.142 1.941 0.136 0.046 -0.186
H -4.892 1.454 1.478 0.113 -0.032 -0.098
H -6.515 1.936 2.104 0.012 -0.287 -0.378
H -3.917 2.604 5.249 -0.023 0.217 0.187
H -5.207 3.656 4.551 -0.261 -0.134 0.194
H -3.675 3.492 3.723 0.143 0.112 0.225
N 4.313 0.585 -2.990 -0.145 -0.037 0.058
C 3.409 -0.022 -3.760 0.061 0.023 -0.052
C 2.176 -0.460 -3.304 0.119 0.062 0.051
C 1.857 -0.264 -1.966 -0.243 -0.208 -0.204
C 2.783 0.362 -1.150 0.040 -0.056 0.003
C 3.986 0.767 -1.705 0.013 -0.031 -0.090
H 3.697 -0.159 -4.801 -0.050 -0.003 -0.017
H 1.481 -0.943 -3.980 0.013 -0.006 -0.024
H 0.905 -0.581 -1.550 0.022 0.138 0.175
H 2.546 0.521 -0.110 -0.053 0.154 0.231
H 4.734 1.265 -1.098 -0.030 0.005 0.045
N 8.226 1.429 -4.602 0.041 -0.159 -0.123
C 7.147 0.646 -4.503 0.036 0.338 0.080
C 7.082 -0.631 -5.046 0.058 -0.025 -0.042
C 8.183 -1.119 -5.728 -0.022 -0.062 -0.020
C 9.308 -0.317 -5.839 -0.028 0.015 0.034
C 9.276 0.942 -5.260 0.001 0.080 0.053
H 6.299 1.058 -3.965 -0.009 -0.167 -0.014
H 6.184 -1.223 -4.932 -0.024 0.036 0.055
H 8.167 -2.111 -6.165 -0.001 0.003 -0.003
H 10.190 -0.658 -6.363 0.016 0.027 -0.002
H 10.137 1.601 -5.321 0.029 -0.039 -0.031
N 11.361 -3.281 -9.251 0.060 0.065 -0.021
C 11.960 -3.026 -10.412 -0.045 -0.077 -0.005
C 12.685 -1.871 -10.666 -0.007 0.004 0.022
C 12.790 -0.926 -9.659 0.036 0.047 -0.009
C 12.172 -1.174 -8.445 0.010 -0.019 -0.020
C 11.473 -2.363 -8.294 -0.054 -0.104 0.028
H 11.850 -3.790 -11.174 0.030 0.029 -0.034
H 13.153 -1.718 -11.629 -0.011 -0.014 -0.012
H 13.346 -0.011 -9.817 -0.004 0.003 0.001
H 12.229 -0.463 -7.632 -0.012 -0.005 0.010
H 10.976 -2.600 -7.360 0.016 0.046 0.022
N -6.777 1.616 7.031 -0.057 0.009 0.152
C -7.732 2.176 6.296 0.103 0.079 -0.100
C -9.080 1.871 6.427 0.008 -0.035 0.039
C -9.452 0.929 7.373 -0.047 -0.009 0.005
C -8.467 0.334 8.144 -0.013 0.010 -0.027
C -7.148 0.714 7.933 0.076 0.005 -0.004
H -7.392 2.901 5.564 -0.022 -0.029 -0.040
H -9.816 2.359 5.802 0.016 0.004 -0.022
H -10.493 0.661 7.506 0.001 -0.004 -0.004
H -8.712 -0.409 8.892 0.020 -0.012 0.001
H -6.344 0.273 8.512 -0.030 -0.034 0.017
N -2.912 -5.139 -0.820 -0.007 0.054 -0.012
C -4.071 -4.641 -1.253 0.030 -0.056 0.020
C -4.326 -3.284 -1.390 0.060 -0.084 0.029
C -3.317 -2.393 -1.056 -0.251 0.163 -0.142
C -2.109 -2.886 -0.610 0.360 0.059 0.099
C -1.955 -4.260 -0.506 -0.162 -0.106 -0.078
H -4.833 -5.376 -1.499 -0.032 0.036 -0.015
H -5.287 -2.938 -1.747 -0.011 -0.019 0.009
H -3.459 -1.323 -1.140 0.032 0.020 0.085
H -1.311 -2.197 -0.350 0.086 0.117 0.154
H -1.022 -4.688 -0.157 0.020 0.050 0.021
N -6.663 1.266 -3.924 0.047 -0.011 0.001
C -5.962 1.215 -2.790 -0.095 0.004 -0.055
C -4.588 1.026 -2.739 0.042 -0.015 0.181
C -3.903 0.875 -3.931 0.081 -0.021 -0.051
C -4.614 0.922 -5.120 -0.024 0.007 0.032
C -5.984 1.120 -5.060 -0.072 0.012 -0.013
H -6.536 1.334 -1.878 0.059 0.001 0.042
H -4.068 0.997 -1.788 0.029 0.042 0.018
H -2.831 0.724 -3.930 0.002 0.001 0.042
H -4.117 0.809 -6.075 -0.015 0.002 -0.015
H -6.578 1.167 -5.969 0.043 -0.013 -0.032
```
Positions in Å, forces in eV/Å.

***

(4)
C34H54BN12OOsS | ωB97M-V/def2-TZVPD

Output
spin multiplicity	5
charge	+3
energy above the lowest of the compared OMol25 structures with the same formula, charge and spin	0.0	kJ/mol
HOMO energy (spin up / spin down)	-16.65 / -16.63	eV
frontier orbital gap (spin up / spin down)	8.37 / 5.43	eV

The geometry in XYZ format:
```
104
Properties=species:S:1:pos:R:3:forces:R:3
Os -0.528 -0.411 0.058 -0.319 0.424 -0.285
C 0.766 4.619 -1.531 -0.005 -0.016 0.025
C 0.172 3.268 -1.742 0.050 -0.063 -0.047
C -0.600 2.841 -2.803 -0.055 -0.075 0.024
C -0.978 1.528 -2.533 0.017 0.050 -0.097
N -0.402 1.147 -1.362 -0.002 -0.164 0.304
N 0.287 2.242 -0.880 0.049 0.104 -0.051
B 0.849 2.329 0.547 -0.010 -0.055 0.108
N 2.015 1.325 0.762 0.271 0.068 0.031
N 1.815 -0.028 0.810 0.049 -0.139 -0.169
C 2.999 -0.614 1.074 -0.132 -0.095 0.025
C 3.971 0.382 1.174 0.040 0.131 -0.119
C 3.300 1.614 0.984 -0.193 -0.015 0.014
C 3.857 2.986 1.122 0.030 -0.004 -0.056
C 3.237 -2.096 1.297 0.000 -0.030 -0.055
C 2.520 -2.534 2.579 0.000 -0.014 0.013
C 2.728 -2.923 0.115 -0.033 0.063 0.014
C 4.739 -2.352 1.467 -0.039 0.018 -0.004
N -0.294 2.057 1.550 -0.086 0.055 -0.033
N -1.254 1.120 1.236 0.146 -0.043 -0.051
C -2.343 1.367 1.996 0.012 -0.018 0.061
C -2.048 2.444 2.831 -0.076 -0.046 -0.006
C -0.769 2.862 2.521 0.090 0.006 -0.023
C 0.009 4.000 3.084 -0.005 0.006 -0.016
C -3.703 0.706 1.896 0.026 -0.032 0.011
C -3.776 -0.438 0.885 0.059 0.068 -0.025
C -4.682 1.807 1.446 0.005 0.025 -0.019
C -4.127 0.191 3.279 -0.013 0.033 -0.008
C -1.895 0.732 -3.445 -0.014 -0.007 -0.023
C -2.919 1.699 -4.070 -0.018 -0.044 0.006
C -2.717 -0.331 -2.715 -0.014 0.099 0.021
C -1.061 0.137 -4.596 0.031 0.003 0.004
H 0.629 5.219 -2.427 -0.002 -0.003 -0.003
H 0.281 5.136 -0.703 -0.001 0.000 0.000
H 1.832 4.572 -1.307 0.001 -0.001 0.007
H -0.894 3.438 -3.647 0.008 0.000 -0.006
H 1.285 3.417 0.739 -0.020 0.009 -0.034
H 5.012 0.269 1.427 0.013 -0.009 -0.003
H 4.926 2.933 1.311 0.001 0.006 -0.010
H 3.683 3.591 0.232 -0.015 0.010 0.005
H 3.387 3.505 1.959 0.006 -0.002 0.000
H 1.440 -2.505 2.452 0.022 0.012 0.001
H 2.802 -3.558 2.824 0.002 -0.006 -0.002
H 2.788 -1.899 3.426 0.003 -0.007 0.003
H 1.671 -2.734 -0.063 0.141 -0.055 0.052
H 3.275 -2.699 -0.803 -0.020 0.023 -0.014
H 2.854 -3.984 0.334 0.016 -0.011 -0.004
H 5.137 -1.874 2.363 0.005 0.007 -0.004
H 4.911 -3.423 1.565 0.000 -0.003 0.011
H 5.311 -2.008 0.603 0.010 -0.005 0.003
H -2.705 2.900 3.552 0.002 -0.003 0.001
H -0.503 4.405 3.952 -0.007 -0.007 0.001
H 1.008 3.689 3.389 -0.002 -0.002 0.001
H 0.113 4.800 2.349 0.002 0.002 0.005
H -3.272 -0.190 -0.056 -0.016 -0.022 0.076
H -3.378 -1.368 1.285 0.110 -0.087 0.029
H -4.819 -0.628 0.632 0.003 -0.007 0.012
H -4.428 2.178 0.450 -0.001 0.007 0.002
H -5.694 1.402 1.413 0.002 -0.004 -0.003
H -4.682 2.651 2.134 -0.006 0.001 -0.008
H -3.431 -0.557 3.663 0.018 -0.023 -0.009
H -4.192 1.002 4.004 -0.001 -0.008 0.008
H -5.113 -0.268 3.207 0.000 0.005 0.005
H -3.493 2.222 -3.304 0.000 0.005 -0.002
H -2.451 2.436 -4.720 0.006 0.004 -0.001
H -3.615 1.127 -4.683 -0.001 0.003 -0.001
H -3.435 0.145 -2.045 0.024 -0.015 -0.035
H -3.291 -0.903 -3.445 0.003 -0.014 0.002
H -2.128 -1.042 -2.141 0.050 -0.061 -0.004
H -0.773 0.922 -5.296 0.018 -0.002 0.011
H -0.141 -0.340 -4.260 -0.035 -0.027 0.016
H -1.649 -0.599 -5.146 -0.020 0.026 -0.017
N -0.477 -0.795 3.448 -0.050 -0.020 0.017
C -0.917 -1.868 2.800 -0.068 0.012 -0.031
N -1.409 -2.864 3.510 -0.028 -0.006 0.049
C -1.798 -3.953 2.845 0.028 0.025 -0.058
N -2.378 -4.934 3.501 -0.012 -0.004 0.020
N -1.605 -4.139 1.498 0.002 -0.043 0.012
C -1.134 -3.118 0.871 -0.040 0.017 0.024
N -0.833 -1.904 1.425 -0.038 -0.083 0.072
C -0.789 -3.239 -0.565 0.026 -0.007 -0.072
C -0.880 -4.429 -1.250 -0.019 0.006 0.045
C -0.380 -4.488 -2.546 0.003 -0.020 -0.032
C 0.214 -3.365 -3.098 -0.004 0.014 -0.016
C 0.252 -2.196 -2.360 -0.060 0.010 0.058
N -0.262 -2.125 -1.128 0.021 0.045 0.063
H -0.564 -0.785 4.453 0.004 -0.009 -0.005
H -0.083 -0.002 2.974 0.031 0.025 -0.017
H -2.529 -4.856 4.495 0.001 -0.001 0.006
H -2.657 -5.772 3.017 0.000 -0.006 -0.004
H -1.317 -5.287 -0.759 0.005 -0.002 -0.004
H -0.439 -5.411 -3.109 0.003 0.001 -0.001
H 0.637 -3.384 -4.092 0.000 0.002 -0.001
H 0.693 -1.286 -2.731 0.070 0.027 -0.031
C 3.768 2.147 -2.899 -0.014 0.024 0.041
S 3.831 0.743 -1.801 0.030 -0.099 0.031
C 5.325 -0.092 -2.298 -0.013 0.002 0.072
O 2.663 -0.124 -2.042 -0.052 0.053 0.089
H 3.830 1.788 -3.927 -0.001 -0.025 0.010
H 4.604 2.806 -2.665 -0.008 0.013 -0.001
H 2.814 2.642 -2.722 -0.004 0.022 0.008
H 6.160 0.595 -2.160 0.008 -0.006 0.009
H 5.226 -0.388 -3.343 -0.015 0.008 -0.005
H 5.436 -0.962 -1.653 0.016 -0.007 -0.013
```
Positions in Å, forces in eV/Å.

***

no.,E_tot (eV)
1,-17266.9870
2,-66987.3116
3,-80403.3829
4,-70021.8627